The following is a quantum chemistry calculation of one molecule with the formula C3H4N2O2S in a non-equilibrium geometry, from the Open Molecules 2025 dataset.

Element x y z (Å)
C  -1.184270  0.095684  -0.118568
C  -0.844002  -0.585155  0.944032
C  0.997881  -0.048956  -0.146632
H  -2.388699  1.374516  -1.243712
H  -3.187253  0.385532  -0.124939
H  -1.484480  -1.083537  1.717097
H  4.389934  -0.070252  -0.342033
N  -2.396845  0.508585  -0.728965
N  2.177791  0.150061  -0.506955
O  0.560293  -0.686939  0.936296
O  -0.048390  0.464607  -0.850089
S  3.408041  -0.504147  0.464467

Forces on atoms 1 to 3 (eV/Å):
C -1.2 1.9 -2.6
C -0.7 -1.0 1.5
C 0.3 0.6 -0.4

Properties
**Frontier orbital gap**: 0.3164 Ha
**F_max**: 0.067 hartree/bohr
**Highest occupied orbital energy**: -7.9 eV
**LUMO**: 0.693 eV
**Energy relative to the best compared isomer or geometry (same formula, charge and spin)**: 216.1 kJ/mol